# 1
Here is a 14-piece molecular cluster, C36H68N8O6S6 overall in a non-equilibrium geometry from the OMol25 dataset. Energies are from the ωB97M-V functional and the def2-TZVPD basis.

```
124
Properties=species:S:1:pos:R:3:forces:R:3:lowdin_charge:R:1
S 3.01618 2.48945 -2.21358 1.67 -0.94 -1.76 0.801
H 5.96342 2.33011 -0.11313 -0.02 -0.38 0.28 0.089
C 2.64240 -5.48516 -0.47779 -0.58 -0.17 -0.79 -0.038
C 2.14118 3.06818 -0.72594 0.34 1.39 -0.69 -0.262
H 4.81288 -4.32575 -3.29385 -0.22 0.14 0.18 0.039
C 4.22666 -3.67268 -3.94033 0.23 0.82 -0.84 -0.284
C 0.57414 0.86545 1.08227 -1.15 2.63 -0.06 -0.177
H 3.32330 -5.84343 0.29430 0.08 -0.13 -0.34 0.089
H -0.10247 5.47833 0.18571 0.03 -0.76 0.30 0.003
H 2.23331 2.43020 0.15303 -0.32 -0.52 -0.63 0.028
H -3.18657 -0.41404 -5.55089 -0.26 0.69 0.18 0.055
H -1.12223 1.34278 6.23198 -0.20 -0.14 0.04 0.074
N 4.88056 0.75666 2.54335 0.33 0.76 -0.65 0.133
H -2.97742 0.86513 -1.01965 0.15 -0.46 -0.09 0.013
N 1.51824 0.84670 6.42784 0.17 1.00 -0.83 0.133
H 1.09022 2.77938 3.91725 0.12 -0.05 0.06 0.049
H 2.78767 3.91032 -0.47902 0.08 0.34 -0.06 0.026
H 4.03545 4.89804 3.13468 0.06 0.24 -0.73 0.045
H 1.27377 3.84586 5.30512 0.12 -0.17 0.16 0.075
H 3.00310 5.71495 4.23941 -0.17 -0.23 0.11 0.031
H -2.33978 -2.43225 -0.62491 0.00 0.10 0.33 0.072
S -2.07697 4.02980 -0.22311 0.32 1.21 1.59 0.717
C -0.13952 -0.55603 -0.43273 1.70 -0.84 0.56 -0.112
H -4.66303 1.06062 -1.33903 -0.27 -0.06 -0.09 0.058
C -1.09568 5.61561 -0.24184 1.07 -0.48 0.27 -0.265
C -2.82831 -5.02832 1.33034 0.75 0.83 1.94 -0.121
H 1.62620 -5.79105 -0.22905 -0.01 -0.08 0.21 0.075
C 3.40607 5.78297 3.22892 -0.21 0.62 1.56 -0.300
N 3.10625 -6.58303 -2.82125 0.21 -0.58 -1.44 0.148
S 4.62294 -1.90696 -3.53154 -2.45 0.77 -0.19 0.867
H 0.50764 1.80033 1.61890 0.23 -0.03 0.16 0.102
C -2.19590 -0.02703 -5.78939 0.55 -1.70 0.18 -0.270
H 2.62488 -4.39535 -0.46681 0.16 -0.12 -0.19 0.042
C -2.13277 3.76749 1.63139 -0.28 -0.12 -0.83 -0.222
H -0.82815 5.98261 -1.23272 -0.84 -0.22 -0.31 0.036
C 1.06112 -1.03440 0.16332 -1.67 -1.09 -2.28 -0.128
C 0.83103 6.73655 3.26015 1.03 0.08 -0.64 -0.273
C -0.32763 -5.38294 -3.33710 1.36 0.96 1.80 -0.107
C 1.51648 -0.10363 1.07672 0.09 -0.15 0.96 -0.118
H -2.17089 0.68755 -6.61209 -0.02 0.12 0.33 0.058
H -3.17102 -5.68827 2.11355 0.14 0.27 0.24 0.093
H -2.51931 2.75991 1.78452 -0.22 -0.09 -0.29 0.020
H -3.68737 1.88022 5.75077 -0.28 -0.18 -0.36 0.098
C -3.00840 1.35928 5.09197 0.61 -0.29 0.02 -0.131
N -3.28438 0.93557 3.81095 -0.29 0.26 1.12 0.010
H 3.47812 -2.91557 -1.43295 0.32 0.08 -0.34 0.012
C -1.68288 1.06205 5.35263 -0.45 1.40 0.56 -0.132
H -3.59701 1.64108 -4.09555 0.05 -0.63 -0.51 0.052
H 0.94590 -3.58371 -2.95121 -0.08 0.05 -0.10 0.092
H 6.30756 3.23535 1.39896 0.24 0.06 -0.26 0.081
H 0.86231 2.29881 -3.04363 -0.45 -0.34 -0.12 0.018
H 1.54802 -1.95185 -0.13267 -0.09 -0.11 0.13 0.060
H -1.25415 -2.28523 -3.40083 0.21 0.38 0.10 0.085
C -2.02258 -5.44990 0.32950 -0.71 -1.81 -0.18 -0.175
C -3.89574 0.30182 -1.18539 -1.03 0.39 0.96 -0.247
C -2.87923 -3.58836 1.26674 -0.68 -1.29 -2.23 -0.100
C -1.71836 -5.43669 -3.44324 -0.65 -0.73 -1.60 -0.132
H -0.65540 -2.94532 2.63209 -0.09 -0.32 -0.19 0.067
H 2.56080 -1.67959 -2.38359 -0.06 -0.07 0.14 0.027
H -3.86351 -0.38813 -2.02861 0.30 0.01 0.29 0.035
C 0.09923 -4.86642 3.22915 -0.23 0.57 -0.53 -0.270
H -3.37568 -2.93639 1.97021 0.07 0.13 -0.29 0.079
N -0.38404 0.65954 0.11845 0.81 -1.75 0.82 0.051
H 3.86660 -1.16532 -1.29438 -0.08 -0.07 -0.02 0.041
H 0.42584 -6.13453 -3.15327 -0.33 -0.29 -0.15 0.076
H 1.02910 -2.98765 3.01184 0.17 -0.07 -0.05 0.078
H -1.10686 1.29765 -0.18227 0.27 0.35 0.25 0.059
C -2.12915 -4.15489 -3.66000 -1.81 0.43 0.22 -0.165
H 1.87403 1.73477 -4.36119 0.84 0.26 0.30 0.055
C 1.65770 2.94117 4.83370 0.14 -0.86 0.14 -0.076
H 0.84310 6.17966 4.19707 -0.10 0.02 0.01 0.030
H 1.15428 3.49608 -0.90207 -0.13 -0.43 0.10 0.032
H -3.10833 -3.79087 -3.93401 -0.03 -0.02 0.24 0.117
H 1.14699 7.77214 3.38596 -0.04 -0.01 0.08 0.026
H 0.50420 -3.67338 1.46851 -0.25 -0.12 0.09 0.053
H 2.36204 -0.18673 1.74345 0.02 0.12 -0.10 0.086
H -1.57740 -6.43051 0.24818 -0.18 0.02 -0.51 0.113
C 5.20375 1.57342 1.79111 -0.46 -1.32 0.40 -0.280
H -1.41431 -4.63404 -1.44539 -0.03 0.60 0.07 0.075
C -2.37489 -3.32912 -0.02424 -0.43 1.40 0.71 -0.155
H -0.80214 -1.01089 -1.15413 0.29 0.22 -0.02 0.062
H 1.57221 0.63972 -3.00375 0.05 0.14 0.29 0.021
O -1.22401 2.92169 -0.77026 -0.04 0.47 -0.49 -0.616
S -4.34411 -0.55001 0.39724 -1.30 1.09 0.67 0.834
H -1.19463 3.79549 2.18567 0.24 0.49 -0.46 0.040
C 0.24020 -3.55634 2.51956 0.26 -0.42 0.92 -0.065
N -1.12627 -3.28671 -3.42901 0.65 -0.75 -0.05 0.047
O 3.59540 3.60565 -3.09575 -1.22 -0.65 1.55 -0.586
C -5.89705 -1.38217 -0.10627 0.97 -0.50 -0.30 -0.227
C -0.00640 -4.03932 -3.17913 0.52 0.10 -0.64 -0.131
H -2.37142 2.34200 -3.19175 0.35 0.78 -0.15 0.020
H -2.36778 -6.29862 -3.48475 0.17 -0.01 -0.16 0.103
H 4.71958 3.26714 0.70473 -0.09 -0.06 -0.08 0.059
C 1.72865 1.68187 -3.28223 -0.68 0.86 1.07 -0.253
C 2.90167 -6.05019 -1.83922 -0.02 0.93 2.72 -0.276
H -1.69324 -0.94586 -6.09137 0.44 0.10 -0.25 0.040
N -1.87519 -4.45757 -0.56417 0.95 -0.31 0.35 0.033
H -1.48516 6.42461 0.37617 -0.82 -0.15 -0.14 0.013
H -5.78821 -1.59248 -1.17024 -0.47 -0.03 -0.02 0.041
H 4.55744 -3.84428 -4.96466 0.11 0.09 -0.02 0.044
C 3.52339 -1.96046 -1.95623 0.79 0.71 -1.19 -0.229
H -2.47273 2.69137 -4.99980 0.42 -0.12 0.18 0.057
H -4.19780 1.02187 3.38867 0.27 -0.32 -0.40 0.108
S 1.99767 5.83564 2.13608 -0.98 0.18 0.62 0.628
H -0.14405 6.70154 2.77426 0.01 -0.03 -0.04 0.014
H -5.92799 -2.32997 0.43115 0.06 0.00 0.00 0.040
O 1.41897 4.46200 2.22992 -0.02 -0.73 -0.54 -0.602
C -2.15592 0.39154 3.25870 -0.13 0.51 0.35 -0.145
H 2.71788 3.02604 4.59511 -0.10 0.36 -0.21 0.070
C -2.55979 1.96093 -4.19545 0.21 -0.25 1.60 -0.248
C -1.13282 0.56247 4.18447 0.19 -1.41 -1.64 -0.135
O 3.86103 -0.92239 -4.47546 1.37 -2.29 1.77 -0.594
S -1.37121 0.55328 -4.26590 -2.29 -0.37 0.46 0.882
H 3.15486 -3.87066 -3.92781 0.08 0.07 0.33 0.028
H -0.10861 0.28318 3.98601 -0.05 -0.13 0.20 0.079
C 5.58227 2.62068 0.86584 -0.06 0.96 0.26 -0.070
O -4.90146 0.48253 1.38492 1.01 -0.52 -0.94 -0.578
H -6.77068 -0.79462 0.17597 0.34 0.31 -0.25 0.056
N -0.04103 -5.87372 3.77014 0.18 0.39 -0.22 0.109
O -1.79959 -0.40050 -3.10570 0.68 1.17 -2.33 -0.596
C 1.57585 1.75697 5.71329 -0.36 -0.40 0.77 -0.285
H -2.87829 4.46927 2.00529 0.15 0.13 0.10 0.039
H 3.91273 6.74746 3.26296 0.40 -0.14 -0.54 0.046
H -2.21930 -0.10763 2.30308 0.28 0.23 -0.01 0.079
```
Forces are in eV/Å.

Its LUMO energy (spin up / spin down) is 1.48 / 1.60 eV. As for the highest occupied orbital energy (spin up / spin down): 0.0 / -5.9 eV. The expectation value of S² is 0.750. As for the net charge: -1. The largest force on an atom comes out at 3.2 eV/A. Its electronic energy is -4690.790986 hartree. The multiplicity is 2.

# 2
Here is C15H27GeNS2SeV as an isolated structure in a non-equilibrium geometry from the OMol25 dataset. Energies are from the ωB97M-V functional and the def2-TZVPD basis.

```
48
Properties=species:S:1:pos:R:3:forces:R:3:lowdin_charge:R:1
H -2.27252 0.22980 -5.93715 0.20 0.11 -0.08 -0.025
H -2.64875 0.12618 -0.93548 0.03 0.08 0.14 -0.025
H 0.10689 -0.91705 -2.72269 0.03 -0.27 0.23 -0.117
C 2.86435 -2.15189 0.66334 0.72 -1.55 -0.35 -0.730
H -1.61868 2.94718 -4.30296 0.12 -0.05 -0.15 -0.007
C 3.60999 -2.73813 1.88362 -0.25 0.26 -0.19 -0.068
H -1.65433 -1.17880 4.89793 -0.04 -0.05 0.03 0.079
C -2.54813 0.77212 4.92649 -0.13 -0.14 0.16 -0.142
H -3.10669 -1.25236 -1.92071 0.02 -0.14 -0.08 -0.003
H 3.33813 -1.63095 -1.38206 -0.04 0.05 -0.15 0.077
H 2.38153 1.93707 -1.54983 0.01 0.05 -0.11 -0.004
H 2.92890 -2.75209 2.73301 0.00 -0.10 0.09 0.041
H -4.11172 0.19870 -1.93103 -0.12 0.07 -0.05 -0.008
H 4.44820 -2.09029 2.13985 0.10 -0.01 0.03 0.073
C -3.08585 -0.16487 -1.88687 0.14 0.17 -0.18 -0.248
H 1.74580 3.24939 -0.52548 -0.05 -0.04 -0.06 -0.012
H 2.05736 -4.07127 -0.05553 0.02 0.00 0.01 0.070
C -1.54560 -0.13508 4.63373 -0.10 0.01 -0.02 -0.162
H -1.08846 3.53358 3.63337 -0.02 0.00 -0.01 0.086
H 0.65458 0.52291 -3.66941 0.20 0.16 -0.33 -0.114
C 1.48471 2.47935 -1.25326 0.13 -0.38 0.33 -0.496
H 1.03043 -3.20274 1.12392 -0.02 -0.04 0.02 0.068
H -3.83858 0.19649 -5.13438 -0.42 0.10 -0.07 -0.032
H -1.84890 2.99197 -2.56146 0.07 0.09 0.23 -0.014
Ge -1.93104 0.55179 -3.33956 0.80 -0.52 -0.53 0.637
Se 0.21167 1.22085 -0.43887 -0.10 -0.02 1.37 0.508
H -3.23823 2.79304 -3.62982 -0.20 0.01 -0.03 -0.012
V 1.34203 0.22382 1.59115 -1.36 1.64 0.02 0.253
C -2.39176 2.09592 4.54931 -0.02 0.26 0.00 -0.137
C 3.85434 -2.05218 -0.52339 -0.44 0.24 0.33 -0.056
H 4.23926 -3.03956 -0.78352 0.04 -0.04 0.01 0.067
C -2.19341 2.52785 -3.47933 -0.04 -0.29 0.08 -0.250
H 4.68148 -1.39246 -0.26219 0.08 0.02 0.02 0.069
H -2.79028 -1.21679 -5.08740 0.08 -0.22 0.09 -0.025
C -0.37071 0.24299 3.98231 -0.45 0.44 0.38 -0.746
N 2.30900 -0.91437 0.99690 1.10 -0.20 -0.26 -0.218
H -3.17987 2.81834 4.74078 0.05 -0.02 0.00 0.082
C -0.11570 0.08459 -3.05329 -0.97 0.21 -0.85 -0.441
S 0.83298 -0.96218 3.65558 0.33 -0.23 -0.81 0.549
C -2.80503 -0.13107 -5.06095 -0.05 0.27 0.45 -0.289
C 1.69851 -3.09030 0.26961 0.23 0.27 0.04 -0.054
H 3.97156 -3.74876 1.67849 0.03 -0.03 0.00 0.069
S 1.29233 2.22312 2.97129 0.88 0.16 0.02 0.463
H 1.01049 2.92558 -2.12798 -0.06 -0.16 0.04 -0.007
C -1.22320 2.49826 3.92273 -0.28 0.12 0.01 -0.150
H 1.14128 -2.61257 -0.53544 -0.06 -0.07 -0.08 0.076
C -0.18578 1.60849 3.64488 -0.26 -0.22 0.38 -0.758
H -3.44257 0.44636 5.45175 0.04 0.01 -0.11 0.081
```
Forces are in eV/Å.

Its LUMO energy (spin up / spin down) is 4.81 / 4.81 eV. As for the highest occupied orbital energy (spin up / spin down): 1.4 / 1.2 eV. The expectation value of S² is 0.824. As for the net charge: -2. The largest force on an atom comes out at 2.1 eV/A. Its electronic energy is -6861.176264 hartree. As for the relative energy (zero: lowest compared OMol25 entry of this formula, charge and spin): 46.6 kcal per mole. The multiplicity is 2.

Among the records above, which one has the lowest largest force on an atom?
C15H27GeNS2SeV

Which formula does entry 1 have?
C36H68N8O6S6